Run one
{
  "formula": "C9H14",
  "method": "the ωB97M-V functional and the def2-TZVPD basis",
  "symbols": ["C", "C", "C", "C", "C", "C", "C", "H", "H", "H", "H", "H", "H", "H", "H", "C", "C", "H", "H", "H", "H", "H", "H"],
  "positions_angstrom": [[2.8490, -1.7797, -1.6104], [0.1576, -0.3901, 1.3826], [1.3819, 0.2184, 1.2465], [-0.0898, -1.5935, 0.7168], [2.3330, -0.3409, 0.3698], [0.8220, -2.1037, -0.1660], [2.0274, -1.4320, -0.4187], [-0.6092, 0.1631, 1.9037], [1.7071, 1.1205, 1.7413], [-1.0870, -1.9600, 0.9192], [3.3503, 0.0430, 0.4139], [0.7527, -3.0550, -0.6986], [2.4117, -1.2385, -2.4399], [2.9035, -2.8515, -1.7773], [3.8654, -1.3901, -1.5144], [-2.8060, 2.7569, -0.3750], [-2.8221, 1.3986, 0.3441], [-3.8343, 3.1290, -0.4174], [-2.2935, 3.4882, 0.2501], [-2.3490, 2.7254, -1.3634], [-3.5971, 1.3749, 1.1108], [-1.8502, 1.1021, 0.6961], [-3.2233, 0.6151, -0.3140]],
  "homo_lumo_gap_ev": 10.0,
  "homo_ev": -8.978
}

Run two
{
  "formula": "C9H14",
  "method": "the ωB97M-V functional and the def2-TZVPD basis",
  "symbols": ["C", "C", "C", "C", "C", "C", "C", "H", "H", "H", "H", "H", "H", "H", "H", "C", "C", "H", "H", "H", "H", "H", "H"],
  "positions_angstrom": [[-0.8899, 1.9802, 0.0755], [-1.9286, -0.0557, -0.8835], [-0.9713, 0.4888, -0.0221], [-2.2013, -1.4418, -0.8063], [-0.4439, -0.2503, 0.9961], [-1.7009, -2.1092, 0.2822], [-0.7963, -1.6197, 1.1896], [-2.4403, 0.3613, -1.7396], [-3.0732, -1.7030, -1.3864], [0.0438, 2.4303, 0.4825], [-1.6109, 2.2192, 0.8359], [0.4235, -0.0534, 1.6716], [-2.1368, -3.0879, 0.4952], [-0.2767, -2.2391, 1.9060], [-1.0140, 2.5729, -0.8252], [2.5650, 1.0132, -0.0742], [2.2644, -0.4110, -0.5910], [3.4780, 1.0710, 0.5140], [2.3023, 1.8610, -0.7128], [1.7344, 1.2429, 0.6158], [1.2979, -0.4299, -1.0518], [2.3335, -1.0521, 0.2936], [3.0414, -0.7878, -1.2651]],
  "homo_lumo_gap_ev": 10.1,
  "homo_ev": -9.108
}

Run three
{
  "formula": "C9H14",
  "method": "the ωB97M-V functional and the def2-TZVPD basis",
  "symbols": ["C", "C", "C", "C", "C", "C", "C", "H", "H", "H", "H", "H", "H", "H", "H", "C", "C", "H", "H", "H", "H", "H", "H"],
  "positions_angstrom": [[0.9035, 1.4876, 1.1171], [1.9859, 0.7143, -2.4160], [1.7568, 1.3294, -1.1487], [2.1546, -0.6451, -2.4608], [1.2334, 0.5778, -0.0726], [1.7769, -1.3836, -1.3258], [1.1242, -0.7217, -0.2365], [2.1233, 1.2385, -3.1740], [1.7645, 2.3870, -0.9736], [2.6924, -1.2075, -3.2971], [1.7445, -2.5554, -1.2191], [1.8463, 1.5394, 1.7580], [0.0206, 1.0970, 1.6578], [0.5101, -1.3042, 0.3715], [0.7480, 2.5024, 0.8527], [-3.3011, -0.1567, 0.9548], [-2.2846, -1.1321, 1.8152], [-2.9784, -0.4550, -0.0294], [-4.4104, -0.0139, 1.1554], [-2.9633, 0.8830, 0.9666], [-1.4033, -1.5524, 1.3427], [-2.9020, -2.0172, 1.6280], [-2.1420, -0.6114, 2.7338]],
  "homo_lumo_gap_ev": 9.8,
  "homo_ev": -8.865
}

Run four
{
  "formula": "C9H14",
  "method": "the ωB97M-V functional and the def2-TZVPD basis",
  "symbols": ["C", "C", "C", "C", "C", "C", "C", "H", "H", "H", "H", "H", "H", "H", "H", "C", "C", "H", "H", "H", "H", "H", "H"],
  "positions_angstrom": [[-0.5943, -1.7349, 2.6689], [0.6568, 1.0533, 0.4048], [0.6222, -0.1421, 1.1386], [-0.4411, 1.8744, 0.2577], [-0.5129, -0.5019, 1.8192], [-1.5822, 1.5366, 1.0066], [-1.6134, 0.4013, 1.7586], [1.5436, 1.2064, -0.2005], [1.5828, -0.6431, 1.1998], [-0.3762, 2.7247, -0.4042], [-2.5219, 2.0432, 0.8144], [-1.5479, -1.8369, 3.1819], [0.2658, -1.8997, 3.3099], [-2.4855, 0.0500, 2.2970], [-0.6194, -2.5404, 1.9304], [1.3673, -1.2284, -4.3401], [1.4318, -0.3481, -3.0885], [2.2078, -1.9237, -4.2972], [0.4529, -1.8232, -4.3006], [1.3977, -0.7057, -5.2914], [0.8564, 0.5758, -3.2149], [2.4711, -0.0701, -2.9179], [0.9302, -0.7177, -2.1948]],
  "homo_lumo_gap_ev": 10.0,
  "homo_ev": -9.011
}

Most favorable structure: run four. The second most favorable one is 0.104 eV above it.

Run one
{
  "formula": "C9H14",
  "method": "the ωB97M-V functional and the def2-TZVPD basis",
  "symbols": ["C", "C", "C", "C", "C", "C", "C", "H", "H", "H", "H", "H", "H", "H", "H", "C", "C", "H", "H", "H", "H", "H", "H"],
  "positions_angstrom": [[2.2768, -1.2613, 1.0274], [0.1820, -0.0248, 0.2806], [0.9427, -0.6362, 1.2839], [-1.0590, 0.6119, 0.5169], [0.5458, -0.4269, 2.6954], [-1.5496, 0.6888, 1.7945], [-0.5810, 0.3339, 2.8925], [0.3404, -0.1366, -0.7720], [-1.4359, 1.4214, -0.2533], [3.0304, -0.4356, 0.6359], [2.3231, -1.8510, 0.0478], [1.1168, -0.7414, 3.6236], [-2.5559, 0.8908, 2.2807], [-1.0413, 0.7048, 3.8303], [2.6012, -1.8063, 1.9642], [-0.6876, 0.3865, -3.3920], [-0.2963, 0.3223, -4.8318], [-0.6280, 1.3754, -2.9632], [-1.7119, 0.0370, -3.2787], [-0.0031, -0.2593, -2.8156], [0.6808, -0.1203, -5.0837], [-0.3985, 1.2787, -5.3848], [-0.9620, -0.3232, -5.4354]],
  "homo_lumo_gap_ev": 9.5,
  "homo_ev": -8.579
}

Run two
{
  "formula": "C9H14",
  "method": "the ωB97M-V functional and the def2-TZVPD basis",
  "symbols": ["C", "C", "H", "H", "H", "H", "H", "H", "C", "C", "C", "C", "C", "C", "C", "H", "H", "H", "H", "H", "H", "H", "H"],
  "positions_angstrom": [[0.9319, 1.9181, -2.3089], [-0.5820, 1.6798, -2.2909], [1.3073, 0.9342, -2.2614], [1.3079, 2.3952, -3.1860], [1.3988, 2.5412, -1.5304], [-1.1121, 1.9338, -1.4388], [-0.5501, 0.6354, -2.5563], [-1.0473, 2.0385, -3.2402], [-0.9479, -0.3860, 3.1483], [0.5363, -1.6806, -0.4973], [-0.9004, -1.4024, -0.4068], [1.5079, -1.2420, 0.4292], [-1.2737, -0.9930, 0.8847], [1.0458, -0.7172, 1.6572], [-0.2953, -0.7888, 1.8232], [1.0544, -2.1541, -1.3164], [-1.4260, -1.6377, -1.2656], [2.6229, -1.3522, 0.2197], [-2.3259, -0.8180, 1.1558], [1.7845, -0.3851, 2.3961], [-1.5958, -1.0870, 3.6816], [-1.3241, 0.6846, 2.9759], [-0.1171, -0.1168, 3.9271]],
  "homo_lumo_gap_ev": 9.9,
  "homo_ev": -8.911
}

Run three
{
  "formula": "C9H14",
  "method": "the ωB97M-V functional and the def2-TZVPD basis",
  "symbols": ["C", "C", "H", "H", "H", "H", "H", "H", "C", "C", "C", "C", "C", "C", "C", "H", "H", "H", "H", "H", "H", "H", "H"],
  "positions_angstrom": [[-1.2195, 1.4302, 3.2857], [-2.0571, 2.1972, 2.2775], [-0.9223, 2.0195, 4.1520], [-1.8411, 0.6786, 3.7947], [-0.3856, 0.8261, 2.9457], [-1.9036, 1.8656, 1.2561], [-1.7576, 3.2431, 2.2006], [-3.1129, 2.1629, 2.5287], [1.7292, -1.4088, -3.4944], [1.4529, -1.9050, -1.0322], [1.1417, -1.1010, -2.1405], [0.9148, -1.6414, 0.2091], [0.1670, -0.4754, 0.4086], [0.1858, -0.1244, -1.9788], [-0.2964, 0.1933, -0.6966], [2.1687, -2.7008, -1.1545], [1.1696, -2.3248, 1.0088], [2.1349, -2.4126, -3.5856], [2.4664, -0.6556, -3.7852], [0.0360, -0.1771, 1.4332], [-0.2037, 0.4247, -2.8295], [-0.8152, 1.1342, -0.5609], [0.9480, -1.2485, -4.2425]],
  "homo_lumo_gap_ev": 10.0,
  "homo_ev": -8.996
}

Most favorable structure: run three. The second most favorable one is 1.403 eV above it.

Run one
{
  "formula": "C9H14",
  "method": "the ωB97M-V functional and the def2-TZVPD basis",
  "symbols": ["C", "C", "C", "C", "C", "C", "C", "C", "C", "H", "H", "H", "H", "H", "H", "H", "H", "H", "H", "H", "H", "H", "H"],
  "positions_angstrom": [[0.4388, 0.9443, 0.7656], [-0.1692, 0.7943, -1.5520], [3.0187, 0.7231, 0.5173], [-2.2911, -1.3571, -0.8242], [-1.5305, -1.1281, 1.5771], [-0.5901, 0.3538, -0.1680], [1.6705, 0.8363, -0.0977], [-1.4178, -0.6322, 0.1568], [1.3282, 0.7824, -1.3796], [0.2087, 2.0021, 0.9996], [0.5307, 0.4176, 1.7017], [-0.5338, 1.8015, -1.7813], [-0.4925, 0.1250, -2.3482], [2.0021, 0.7270, -2.2165], [3.2043, 1.5621, 1.1850], [3.7865, 0.7037, -0.2602], [3.0972, -0.1950, 1.1015], [-3.3485, -1.2530, -0.5387], [-2.0447, -2.4286, -0.8082], [-2.1701, -0.9783, -1.8443], [-0.5973, -1.5847, 1.9083], [-1.7804, -0.3359, 2.2548], [-2.3198, -1.8803, 1.6513]],
  "homo_lumo_gap_ev": 9.6,
  "homo_ev": -8.572
}

Run two
{
  "formula": "C9H14",
  "method": "the ωB97M-V functional and the def2-TZVPD basis",
  "symbols": ["C", "C", "C", "C", "C", "C", "C", "H", "H", "H", "H", "H", "H", "H", "H", "C", "C", "H", "H", "H", "H", "H", "H"],
  "positions_angstrom": [[-0.1810, -1.7921, 1.6599], [-1.4167, -0.3005, 0.1690], [-0.4517, -0.3434, 1.1715], [-1.9192, 0.9299, -0.1996], [-1.4539, 2.0935, 0.4792], [0.1253, 0.7503, 1.7547], [-0.3878, 2.0026, 1.3535], [-1.7973, -1.2003, -0.2868], [-2.9097, 1.0715, -0.6380], [0.5069, -1.6839, 2.5320], [0.3035, -2.4358, 0.9398], [-1.9164, 3.0156, 0.1586], [0.5242, 0.6090, 2.7546], [-0.0657, 2.9708, 1.7115], [-1.1236, -2.0266, 2.1562], [0.8982, -0.1416, -2.3091], [2.1569, -0.7867, -1.6676], [1.2062, 0.7187, -2.9061], [0.2695, -0.8764, -2.8184], [0.3140, 0.2245, -1.4748], [2.8592, -1.1084, -2.4297], [2.6650, -0.0616, -1.0357], [1.7940, -1.6292, -1.0747]],
  "homo_lumo_gap_ev": 10.2,
  "homo_ev": -9.148
}

Run three
{
  "formula": "C9H14",
  "method": "the ωB97M-V functional and the def2-TZVPD basis",
  "symbols": ["C", "C", "H", "H", "H", "H", "H", "H", "C", "C", "C", "C", "C", "C", "C", "H", "H", "H", "H", "H", "H", "H", "H"],
  "positions_angstrom": [[-2.1231, -0.7793, -2.4238], [-0.7353, -1.4507, -2.2941], [-2.8143, -1.1909, -1.6809], [-2.0784, 0.3034, -2.2857], [-2.5358, -0.9705, -3.4096], [-0.4545, -1.4263, -1.2441], [-0.8013, -2.4248, -2.7709], [0.0206, -0.8000, -2.7268], [-0.5435, -0.6856, 2.4995], [-0.1255, 0.7241, 0.4625], [0.3218, 0.2702, 1.7133], [0.7258, 1.4242, -0.3530], [2.0116, 1.7501, 0.0845], [1.6075, 0.5550, 2.1222], [2.4597, 1.2913, 1.2995], [-1.1031, 0.3659, 0.1434], [0.4310, 1.7615, -1.3442], [-1.5669, -0.3168, 2.6149], [-0.1017, -0.8931, 3.4702], [2.6079, 2.4302, -0.5140], [1.9198, 0.3221, 3.1369], [3.5064, 1.3588, 1.5576], [-0.6285, -1.6188, 1.9424]],
  "homo_lumo_gap_ev": 10.0,
  "homo_ev": -9.010
}

Most favorable structure: run three. The second most favorable one is 0.587 eV above it.